Record 1
{"formula": "C68H75F8N5", "method": "ωB97M-V with the def2-TZVPD basis set", "total_charge": 0, "relative_energy_kj_mol": 0.0, "multiplicity": 1, "homo_energy_ev": -8.95, "energy_ev": -100918.3267, "species": ["C", "C", "C", "C", "N", "H", "H", "H", "H", "H", "H", "H", "C", "C", "C", "C", "N", "H", "H", "H", "H", "H", "H", "H", "C", "C", "C", "C", "N", "H", "H", "H", "H", "H", "H", "H", "C", "C", "C", "C", "N", "H", "H", "H", "H", "H", "H", "H", "C", "C", "C", "C", "N", "H", "H", "H", "H", "H", "H", "H", "F", "C", "C", "C", "C", "C", "C", "H", "H", "H", "H", "H", "F", "C", "C", "C", "C", "C", "C", "H", "H", "H", "H", "H", "F", "C", "C", "C", "C", "C", "C", "H", "H", "H", "H", "H", "F", "C", "C", "C", "C", "C", "C", "H", "H", "H", "H", "H", "F", "C", "C", "C", "C", "C", "C", "H", "H", "H", "H", "H", "F", "C", "C", "C", "C", "C", "C", "H", "H", "H", "H", "H", "F", "C", "C", "C", "C", "C", "C", "H", "H", "H", "H", "H", "F", "C", "C", "C", "C", "C", "C", "H", "H", "H", "H", "H"], "positions_angstrom": [[-4.067, -9.214, -0.172], [-3.658, -10.120, -1.283], [-3.878, -9.495, -2.663], [-3.057, -8.315, -2.921], [-2.415, -7.385, -3.160], [-5.086, -8.840, -0.271], [-3.433, -8.329, -0.235], [-3.939, -9.677, 0.806], [-4.284, -11.008, -1.196], [-2.659, -10.541, -1.160], [-4.899, -9.213, -2.920], [-3.494, -10.183, -3.416], [-3.008, 2.222, -6.815], [-3.340, 2.774, -8.189], [-3.337, 4.332, -8.120], [-2.074, 4.889, -7.640], [-1.112, 5.373, -7.259], [-3.147, 1.141, -6.800], [-3.717, 2.562, -6.060], [-1.989, 2.442, -6.498], [-4.312, 2.463, -8.572], [-2.564, 2.273, -8.769], [-4.120, 4.757, -7.493], [-3.581, 4.791, -9.079], [-11.286, 1.428, -0.869], [-10.235, 1.705, 0.198], [-8.859, 1.710, -0.403], [-8.551, 2.800, -1.334], [-8.320, 3.627, -2.072], [-12.276, 1.592, -0.442], [-11.221, 0.400, -1.225], [-11.227, 2.046, -1.765], [-10.223, 0.933, 0.968], [-10.385, 2.722, 0.559], [-8.787, 0.792, -0.987], [-8.115, 1.703, 0.393], [-1.037, 0.425, -0.204], [-0.753, -1.054, -0.450], [0.118, -1.417, -1.752], [1.258, -0.553, -2.140], [2.208, 0.056, -2.407], [-1.677, 0.460, 0.678], [-1.302, 0.958, -1.117], [-0.174, 0.962, 0.188], [-1.670, -1.633, -0.561], [-0.133, -1.460, 0.349], [-0.566, -1.493, -2.597], [0.533, -2.415, -1.614], [1.538, -7.796, 4.242], [1.222, -8.334, 5.642], [1.701, -7.401, 6.797], [1.248, -6.033, 6.663], [0.944, -4.948, 6.636], [2.578, -7.511, 4.085], [0.971, -6.882, 4.061], [1.256, -8.502, 3.462], [1.631, -9.336, 5.770], [0.134, -8.382, 5.678], [2.783, -7.498, 6.706], [1.403, -7.774, 7.777], [-5.716, 10.333, 0.950], [-4.652, 9.465, 0.786], [-3.876, 9.192, 1.925], [-2.751, 8.344, 1.757], [-2.485, 7.815, 0.484], [-3.234, 8.132, -0.612], [-4.302, 8.980, -0.448], [-4.105, 9.640, 2.880], [-2.035, 8.096, 2.526], [-1.576, 7.241, 0.375], [-2.872, 7.753, -1.556], [-4.937, 9.188, -1.296], [10.355, 0.246, -6.675], [11.223, 0.627, -5.733], [12.570, 0.937, -6.006], [13.428, 1.210, -4.938], [12.961, 1.184, -3.659], [11.611, 0.925, -3.381], [10.745, 0.603, -4.418], [12.977, 0.974, -7.006], [14.481, 1.386, -5.099], [13.616, 1.458, -2.846], [11.266, 0.879, -2.359], [9.732, 0.293, -4.209], [5.902, -3.275, 1.445], [7.123, -3.773, 1.736], [7.892, -4.284, 0.726], [9.169, -4.803, 1.000], [9.607, -4.768, 2.358], [8.759, -4.305, 3.386], [7.463, -3.938, 3.075], [7.532, -4.180, -0.287], [9.773, -5.259, 0.229], [10.589, -5.140, 2.613], [9.047, -4.250, 4.425], [6.817, -3.507, 3.825], [-6.460, -4.512, 3.098], [-6.406, -5.202, 4.242], [-7.582, -5.786, 4.683], [-7.611, -6.490, 5.903], [-6.454, -6.498, 6.699], [-5.327, -5.875, 6.282], [-5.248, -5.241, 5.063], [-8.506, -5.783, 4.123], [-8.545, -6.953, 6.185], [-6.421, -6.983, 7.664], [-4.438, -5.883, 6.895], [-4.324, -4.856, 4.657], [-6.855, 3.268, 6.381], [-5.821, 3.275, 7.221], [-5.697, 4.334, 8.149], [-4.559, 4.332, 8.919], [-3.602, 3.344, 8.916], [-3.777, 2.256, 8.026], [-4.928, 2.193, 7.209], [-6.450, 5.090, 8.318], [-4.480, 5.174, 9.591], [-2.761, 3.338, 9.594], [-3.049, 1.467, 7.905], [-4.978, 1.407, 6.470], [2.313, 0.896, -10.800], [1.493, -0.145, -10.512], [0.588, -0.495, -11.497], [-0.236, -1.577, -11.307], [-0.149, -2.298, -10.088], [0.774, -1.936, -9.132], [1.637, -0.887, -9.358], [0.460, 0.087, -12.398], [-0.925, -1.829, -12.099], [-0.833, -3.117, -9.921], [0.785, -2.461, -8.188], [2.400, -0.643, -8.633], [7.695, 3.414, 3.531], [6.571, 3.169, 4.218], [5.570, 2.273, 3.758], [4.411, 2.061, 4.507], [4.307, 2.704, 5.739], [5.284, 3.590, 6.174], [6.384, 3.904, 5.402], [5.695, 1.866, 2.766], [3.640, 1.413, 4.116], [3.454, 2.431, 6.342], [5.013, 4.092, 7.091], [7.058, 4.689, 5.710], [3.820, 9.468, 1.147], [3.867, 8.678, 0.029], [4.011, 7.288, 0.156], [3.891, 6.439, -0.944], [3.729, 6.986, -2.214], [3.668, 8.415, -2.330], [3.654, 9.267, -1.211], [4.122, 6.934, 1.171], [3.900, 5.375, -0.757], [3.629, 6.369, -3.095], [3.406, 8.811, -3.299], [3.539, 10.339, -1.267]], "mulliken_charge": [-1.16, -0.35, -0.36, 0.19, -0.42, 0.31, 0.33, 0.33, 0.29, 0.30, 0.30, 0.25, -1.21, -0.35, -0.45, 0.25, -0.42, 0.34, 0.32, 0.37, 0.31, 0.26, 0.28, 0.30, -1.18, -0.30, -0.46, 0.23, -0.40, 0.31, 0.33, 0.36, 0.27, 0.29, 0.26, 0.29, -1.14, -0.34, -0.46, 0.22, -0.41, 0.36, 0.33, 0.31, 0.30, 0.26, 0.28, 0.30, -1.14, -0.43, -0.39, 0.25, -0.39, 0.31, 0.34, 0.33, 0.32, 0.27, 0.25, 0.28, -0.30, 0.25, -0.32, -0.43, -0.34, -0.44, -0.28, 0.41, 0.36, 0.35, 0.37, 0.37, -0.29, 0.32, -0.41, -0.32, -0.41, -0.41, -0.32, 0.38, 0.35, 0.34, 0.35, 0.40, -0.29, 0.32, -0.31, -0.41, -0.34, -0.34, -0.45, 0.38, 0.38, 0.34, 0.35, 0.37, -0.29, 0.30, -0.29, -0.38, -0.38, -0.34, -0.48, 0.37, 0.36, 0.35, 0.37, 0.41, -0.29, 0.44, -0.49, -0.15, -0.59, -0.22, -0.49, 0.39, 0.31, 0.36, 0.36, 0.37, -0.31, 0.31, -0.36, -0.37, -0.46, -0.34, -0.41, 0.40, 0.37, 0.37, 0.38, 0.42, -0.29, 0.32, -0.44, -0.41, -0.35, -0.39, -0.31, 0.42, 0.39, 0.34, 0.32, 0.41, -0.30, 0.45, -0.46, -0.32, -0.48, -0.37, -0.45, 0.40, 0.39, 0.40, 0.33, 0.41]}

=====

Record 2
{"formula": "C68H77ClF3NNbO5", "method": "ωB97M-V with the def2-TZVPD basis set", "total_charge": -1, "multiplicity": 1, "homo_energy_ev": -5.67, "energy_ev": -105707.1144, "species": ["C", "C", "C", "O", "O", "C", "C", "C", "C", "C", "C", "Nb", "Cl", "C", "C", "C", "O", "N", "C", "C", "C", "C", "C", "C", "C", "O", "O", "C", "F", "F", "F", "H", "H", "H", "H", "H", "H", "H", "H", "H", "H", "H", "H", "H", "H", "H", "H", "H", "H", "H", "H", "H", "H", "H", "H", "H", "H", "H", "H", "H", "C", "C", "C", "C", "C", "C", "H", "H", "H", "H", "H", "H", "C", "C", "C", "C", "C", "C", "H", "H", "H", "H", "H", "H", "C", "C", "C", "C", "C", "C", "H", "H", "H", "H", "H", "H", "C", "C", "C", "C", "C", "C", "H", "H", "H", "H", "H", "H", "C", "C", "C", "C", "C", "C", "H", "H", "H", "H", "H", "H", "C", "C", "C", "C", "C", "C", "H", "H", "H", "H", "H", "H", "C", "C", "C", "C", "C", "C", "H", "H", "H", "H", "H", "H", "C", "C", "C", "C", "C", "C", "H", "H", "H", "H", "H", "H"], "positions_angstrom": [[-4.810, -0.263, -0.106], [-5.384, -1.537, -0.267], [-5.643, -2.534, 0.921], [-6.453, -2.215, 1.755], [-4.991, -3.763, 0.972], [-4.619, -4.087, 2.361], [-3.571, -5.255, 2.330], [-2.442, -5.155, 3.439], [-0.972, -5.457, 2.876], [0.107, -4.466, 3.498], [1.145, -3.881, 2.445], [1.093, -1.634, 2.166], [0.760, -1.203, 4.623], [3.296, -1.442, 2.542], [4.226, -2.001, 1.391], [3.908, -1.484, -0.070], [4.240, -2.220, -0.987], [3.270, -0.194, -0.360], [2.630, -0.161, -1.678], [1.146, -0.140, -1.822], [0.479, -0.067, -3.128], [1.241, -0.003, -4.382], [2.700, -0.042, -4.263], [3.372, -0.105, -2.953], [0.810, 0.613, 1.857], [2.035, 1.404, 1.932], [1.769, 2.511, 2.710], [-1.210, -1.826, 1.810], [-1.979, -1.886, 2.967], [-1.395, -2.973, 1.001], [-1.734, -0.773, 1.006], [-3.706, -0.100, 0.021], [-5.469, 0.650, -0.124], [-5.687, -1.874, -1.297], [-4.235, -3.143, 2.838], [-5.577, -4.410, 2.856], [-4.153, -6.209, 2.502], [-3.071, -5.349, 1.334], [-2.677, -5.953, 4.205], [-2.508, -4.176, 3.977], [-0.743, -6.508, 3.211], [-0.992, -5.420, 1.753], [0.685, -5.078, 4.256], [-0.456, -3.702, 4.088], [2.179, -4.183, 2.803], [0.991, -4.447, 1.481], [1.283, -1.894, 0.392], [3.522, -2.055, 3.471], [3.657, -0.404, 2.790], [4.300, -3.115, 1.337], [5.275, -1.636, 1.625], [3.948, 0.571, -0.354], [0.471, -0.181, -0.940], [-0.640, -0.024, -3.142], [0.667, 0.058, -5.331], [3.275, -0.025, -5.224], [4.483, -0.117, -2.909], [0.157, 0.965, 2.713], [0.273, 0.906, 0.915], [1.707, 2.234, 3.651], [9.394, -3.961, -1.701], [8.063, -3.713, -2.021], [7.206, -3.173, -1.068], [7.684, -2.873, 0.202], [9.015, -3.117, 0.521], [9.869, -3.665, -0.429], [10.060, -4.386, -2.443], [7.693, -3.942, -3.014], [6.167, -2.985, -1.315], [7.020, -2.448, 0.943], [9.386, -2.880, 1.512], [10.906, -3.860, -0.178], [5.065, 1.721, 4.483], [5.011, 2.221, 3.188], [5.996, 3.089, 2.733], [7.043, 3.451, 3.573], [7.100, 2.948, 4.868], [6.109, 2.086, 5.325], [4.293, 1.046, 4.837], [4.200, 1.933, 2.529], [5.948, 3.483, 1.725], [7.815, 4.124, 3.218], [7.918, 3.228, 5.523], [6.151, 1.699, 6.336], [-2.152, 2.649, -6.769], [-2.190, 3.146, -8.066], [-1.204, 4.022, -8.504], [-0.174, 4.393, -7.647], [-0.134, 3.892, -6.352], [-1.125, 3.024, -5.911], [-2.924, 1.969, -6.426], [-2.990, 2.852, -8.737], [-1.237, 4.415, -9.514], [0.598, 5.071, -7.990], [0.670, 4.180, -5.684], [-1.096, 2.639, -4.898], [1.088, 9.747, -5.825], [1.067, 9.969, -7.197], [0.497, 9.026, -8.045], [-0.060, 7.866, -7.519], [-0.043, 7.647, -6.147], [0.535, 8.585, -5.300], [1.536, 10.481, -5.164], [1.496, 10.876, -7.606], [0.487, 9.196, -9.115], [-0.509, 7.134, -8.179], [-0.479, 6.743, -5.738], [0.554, 8.411, -4.231], [-0.289, 3.455, -0.384], [-0.290, 4.843, -0.363], [-1.156, 5.546, -1.193], [-2.024, 4.857, -2.035], [-2.019, 3.466, -2.049], [-1.146, 2.767, -1.223], [0.388, 2.899, 0.254], [0.384, 5.376, 0.297], [-1.156, 6.631, -1.185], [-2.703, 5.404, -2.679], [-2.696, 2.927, -2.704], [-1.134, 1.683, -1.233], [-9.764, -5.507, -0.201], [-8.823, -4.770, 0.509], [-9.229, -3.712, 1.313], [-10.580, -3.397, 1.414], [-11.521, -4.136, 0.707], [-11.113, -5.188, -0.104], [-9.445, -6.330, -0.831], [-7.770, -5.020, 0.435], [-8.495, -3.135, 1.860], [-10.898, -2.574, 2.045], [-12.575, -3.890, 0.787], [-11.847, -5.761, -0.660], [12.692, -0.759, 1.024], [13.645, -0.012, 1.707], [13.247, 1.024, 2.543], [11.896, 1.309, 2.703], [10.943, 0.560, 2.022], [11.341, -0.471, 1.179], [13.002, -1.565, 0.369], [14.698, -0.238, 1.587], [13.991, 1.611, 3.071], [11.586, 2.114, 3.358], [9.889, 0.781, 2.148], [10.598, -1.051, 0.644], [-13.670, -2.791, 3.743], [-12.729, -2.055, 4.453], [-13.137, -0.997, 5.257], [-14.486, -0.682, 5.358], [-15.427, -1.420, 4.651], [-15.019, -2.473, 3.841], [-13.352, -3.614, 3.113], [-11.677, -2.305, 4.379], [-12.402, -0.419, 5.805], [-14.804, 0.140, 5.989], [-16.480, -1.175, 4.732], [-15.753, -3.045, 3.285]], "mulliken_charge": [-0.59, -0.53, 0.88, -0.53, -0.37, -0.26, -0.79, -0.81, -0.86, -0.50, -0.93, -1.03, -0.40, -0.72, -0.12, 0.21, -0.60, 0.32, -0.16, 0.31, -0.73, -0.51, -0.82, -0.17, -0.45, 0.17, -0.48, 0.59, -0.30, -0.27, -0.16, 0.24, 0.24, 0.31, 0.33, 0.25, 0.31, 0.39, 0.43, 0.49, 0.37, 0.43, 0.40, 0.31, 0.44, 0.28, 0.37, 0.62, -0.01, 0.41, 0.18, 0.39, 0.02, 0.37, 0.44, 0.28, 0.30, 0.85, -0.27, 0.31, -0.40, -0.63, -0.23, 0.03, -0.82, -0.34, 0.37, 0.39, 0.68, 0.12, 0.49, 0.40, -0.41, 0.39, -0.80, -0.35, -0.42, -0.48, 0.43, 0.21, 0.38, 0.38, 0.37, 0.36, -0.62, -0.34, -0.52, -0.44, -0.73, -0.21, 0.39, 0.37, 0.38, 0.68, 0.45, 0.58, -0.41, -0.36, -0.49, -0.27, -0.39, -0.49, 0.36, 0.35, 0.36, 0.46, 0.47, 0.41, -0.11, -0.65, -0.42, -0.50, -0.74, 0.06, 0.41, 0.43, 0.40, 0.40, 0.49, 0.25, -0.51, -0.24, -0.31, -0.60, -0.36, -0.43, 0.36, 0.39, 0.50, 0.43, 0.43, 0.36, -0.45, -0.33, -0.42, -0.35, -0.62, -0.27, 0.36, 0.35, 0.35, 0.37, 0.50, 0.49, -0.25, -0.39, -0.44, -0.37, -0.35, -0.47, 0.41, 0.44, 0.36, 0.35, 0.35, 0.36]}